Entry 1:
Formula: C28H72O12Sr
Source: the Open Molecules 2025 dataset
Level of theory: ωB97M-V/def2-TZVPD

Geometry as XYZ:
```
113
Properties=species:S:1:pos:R:3
Sr 2.5563 -1.3736 2.9275
C -0.0355 -0.1330 -0.4786
O -0.3656 -0.1387 -1.6642
O -0.3835 -1.0351 0.3027
O 0.7538 0.6913 0.0688
C 7.5915 2.7912 3.0420
C 6.2777 3.3231 2.5646
C 6.3798 4.3064 1.3470
O 5.5886 2.1728 2.0364
H 8.0651 2.2262 2.2392
H 7.4222 2.0799 3.8504
H 8.2954 3.5463 3.3920
H 5.8401 3.8112 3.4354
H 6.7807 5.3044 1.5245
H 5.3956 4.4856 0.9141
H 6.9203 3.7594 0.5746
H 4.9273 2.4150 1.3841
C 2.5073 4.5869 -4.4586
C 1.0768 4.2737 -4.8865
C 0.6132 5.2901 -5.9103
O 1.0577 2.9880 -5.3876
H 2.8196 3.8428 -3.7258
H 2.4473 5.5175 -3.8943
H 3.2428 4.6317 -5.2618
H 0.4880 4.3838 -3.9758
H 0.7374 6.2983 -5.5150
H -0.4298 5.2518 -6.2246
H 1.1947 5.2658 -6.8319
H 0.6632 2.5112 -4.6537
C -5.2164 -0.3433 -6.6042
C -4.2595 0.2223 -5.5464
C -4.4650 1.7067 -5.2222
O -4.3817 -0.4180 -4.2838
H -4.9357 -1.2944 -7.0567
H -5.3971 0.4102 -7.3708
H -6.1441 -0.5648 -6.0766
H -3.2245 0.1007 -5.8657
H -5.4801 1.9333 -4.8963
H -4.1078 2.4044 -5.9797
H -3.9276 1.8780 -4.2894
H -3.5211 -0.2717 -3.8843
C -2.9297 -6.0957 -1.0135
C -3.3890 -6.0611 0.5156
C -3.5867 -7.4526 1.1179
O -2.3032 -5.5098 1.2353
H -2.0464 -6.7087 -1.1927
H -2.6557 -5.1035 -1.3721
H -3.6831 -6.5328 -1.6689
H -4.2635 -5.4315 0.6800
H -2.7426 -8.1422 1.1091
H -4.4061 -7.9479 0.5971
H -3.9619 -7.3473 2.1359
H -2.0331 -4.6844 0.8262
C -6.4727 -0.2689 4.2496
C -5.5422 -0.3583 3.0064
C -5.4882 0.8785 2.0946
O -4.1943 -0.6560 3.3871
H -6.2366 -1.1780 4.8027
H -7.5455 -0.2082 4.0668
H -6.1371 0.5849 4.8382
H -5.8180 -1.1957 2.3654
H -6.5004 0.9516 1.6967
H -4.8141 0.6786 1.2618
H -5.2801 1.8067 2.6269
H -3.6949 -0.6288 2.5677
C 3.6962 -4.1523 -6.1849
C 2.4024 -3.3565 -5.8817
C 1.1117 -4.1350 -6.2165
O 2.4303 -3.1181 -4.5121
H 3.8108 -4.9971 -5.5057
H 4.5951 -3.5693 -5.9841
H 3.7128 -4.3809 -7.2505
H 2.4908 -2.4157 -6.4251
H 1.1060 -5.0708 -5.6578
H 0.9998 -4.2987 -7.2883
H 0.2662 -3.5371 -5.8761
H 1.7390 -2.4953 -4.2761
C 1.7985 3.9885 7.3553
C 1.0839 2.6109 7.1926
C -0.4462 2.7671 7.2184
O 1.3499 2.2331 5.8668
H 1.4067 4.7908 6.7301
H 2.8094 3.8877 6.9602
H 1.7553 4.3353 8.3877
H 1.4132 1.8960 7.9467
H -0.8379 3.4383 6.4541
H -0.7134 3.1433 8.2059
H -0.9661 1.8096 7.1864
H 1.0180 2.9557 5.3290
C -1.6704 5.9293 1.6001
C -0.2239 6.3150 1.7236
C -0.0709 7.4213 2.7468
O 0.5171 5.2492 2.2486
H -1.6641 5.0052 1.0220
H -2.1469 6.7062 1.0023
H -2.2844 5.8003 2.4913
H 0.1676 6.5642 0.7374
H -0.5576 7.0676 3.6557
H -0.5141 8.3542 2.3985
H 0.9527 7.6923 3.0053
H 0.4800 4.5177 1.6280
C 2.5605 -8.2670 2.9958
C 3.0343 -7.2172 1.9953
C 2.7193 -7.6113 0.5394
O 2.3746 -5.9921 2.2859
H 1.5467 -8.6102 2.7891
H 2.5835 -8.0243 4.0582
H 3.2051 -9.1452 2.9613
H 4.1172 -7.1155 2.0674
H 2.7392 -6.7584 -0.1391
H 1.6690 -7.8715 0.6707
H 3.3274 -8.4136 0.1215
H 1.4636 -6.1520 2.0285
```

The spin multiplicity is 1. As for the total energy: -2043.31811 Ha. The relative energy (zero: lowest compared OMol25 entry of this formula, charge and spin) is 1335.6 kJ/mol.



Entry 2:
Formula: C28H74ClINO11P2
Source: the Open Molecules 2025 dataset
Level of theory: ωB97M-V/def2-TZVPD

Geometry as XYZ:
```
118
Properties=species:S:1:pos:R:3
O -5.6562 -2.0659 -2.4310
P -3.9209 -2.1854 -2.3561
O -3.1731 -2.2321 -3.9279
C -3.1321 -0.8946 -1.1912
P -3.8690 0.8616 -1.0512
O -4.8354 1.1738 -2.4940
I -2.1349 2.6224 -1.0975
C -3.3933 -1.5913 0.3069
N -2.1563 -1.9132 1.1267
C -1.0161 -1.9326 0.1066
Cl -1.0123 -3.6979 -0.5622
C -1.5038 -1.0992 -1.2508
H -5.9978 -2.3362 -1.5171
H -3.5177 -1.5145 -4.5383
H -5.6173 0.5433 -2.3930
H -4.3169 -1.0826 0.8145
H -3.7882 -2.6891 0.0543
H -2.2783 -2.7720 1.7435
H -2.0633 -1.0671 1.7311
H -0.0194 -1.5204 0.5740
H -1.1804 -1.8550 -2.1049
H -0.8399 -0.1453 -1.3881
C -2.8389 -3.0310 6.2128
C -2.5133 -2.0841 5.0687
C -3.5866 -1.0194 4.9080
O -2.4005 -2.8276 3.8579
H -3.7833 -3.5560 6.0303
H -2.0641 -3.7993 6.3088
H -2.9167 -2.4915 7.1618
H -1.5447 -1.6059 5.2510
H -4.5575 -1.4730 4.6792
H -3.3452 -0.3527 4.0731
H -3.6869 -0.4195 5.8178
H -3.2560 -3.2558 3.6881
C 2.1901 2.5530 -0.3143
C 2.1701 4.0310 0.0414
C 2.4687 4.2502 1.5160
O 0.8887 4.5735 -0.2666
H 1.4281 2.0036 0.2499
H 1.9615 2.4096 -1.3759
H 3.1683 2.1094 -0.1037
H 2.9074 4.5661 -0.5670
H 1.7166 3.7611 2.1451
H 2.4387 5.3175 1.7601
H 3.4552 3.8576 1.7816
H 0.2276 4.1043 0.2690
C 7.3735 3.3889 2.0450
C 6.5682 4.6564 2.2830
C 7.4067 5.7259 2.9646
O 5.4384 4.3522 3.0968
H 7.7236 2.9634 2.9921
H 6.7539 2.6238 1.5650
H 8.2417 3.5865 1.4086
H 6.1910 5.0376 1.3278
H 7.7579 5.3833 3.9443
H 6.8107 6.6279 3.1407
H 8.2759 5.9936 2.3558
H 5.7638 4.0129 3.9471
C -10.8010 -2.5411 -0.1966
C -9.5340 -2.3132 -1.0056
C -9.1302 -3.5654 -1.7674
O -8.4765 -1.9320 -0.1294
H -10.6543 -3.3326 0.5468
H -11.0727 -1.6353 0.3561
H -11.6379 -2.8206 -0.8442
H -9.6900 -1.4884 -1.7093
H -8.9243 -4.3933 -1.0798
H -8.2101 -3.3904 -2.3353
H -9.9170 -3.8758 -2.4621
H -8.3310 -2.6585 0.4991
C 0.7307 5.7141 -4.2489
C 0.8495 4.4198 -5.0378
C -0.5179 3.8303 -5.3446
O 1.6124 3.4781 -4.2880
H 0.2348 5.5426 -3.2869
H 1.7228 6.1205 -4.0247
H 0.1621 6.4653 -4.8061
H 1.3879 4.6071 -5.9733
H -1.0580 3.5920 -4.4214
H -0.4165 2.8929 -5.9019
H -1.1240 4.5249 -5.9346
H 1.1418 3.3058 -3.4555
C 6.0550 -0.6853 5.2464
C 5.4358 0.6906 5.0583
C 4.7843 0.8228 3.6910
O 6.4459 1.6862 5.1985
H 6.8379 -0.8678 4.5018
H 6.5308 -0.7619 6.2300
H 5.3001 -1.4731 5.1601
H 4.6895 0.8683 5.8404
H 5.5222 0.6938 2.8912
H 4.3538 1.8221 3.5650
H 3.9914 0.0803 3.5579
H 7.1129 1.5361 4.5082
C 5.3603 0.9715 -4.9980
C 4.7925 1.6406 -6.2396
C 5.5147 2.9428 -6.5466
O 3.4061 1.9049 -6.0414
H 5.2446 1.6147 -4.1185
H 4.8227 0.0418 -4.7821
H 6.4226 0.7406 -5.1248
H 4.8777 0.9618 -7.0951
H 5.4045 3.6559 -5.7221
H 5.0874 3.4194 -7.4354
H 6.5817 2.7711 -6.7198
H 3.3208 2.5069 -5.2835
C -3.0338 -7.2877 0.9704
C -2.2106 -8.0315 -0.0692
C -0.8071 -8.3207 0.4386
O -2.1309 -7.2481 -1.2571
H -2.5777 -6.3214 1.2134
H -4.0375 -7.0754 0.5866
H -3.1272 -7.8715 1.8915
H -2.7090 -8.9716 -0.3294
H -0.2720 -7.3911 0.6627
H -0.2223 -8.8454 -0.3246
H -0.8336 -8.9355 1.3437
H -1.6898 -6.4112 -1.0356
```

Its net charge is +1. The spin multiplicity is 1. As for the total energy: -3433.89570 Ha.



> Number 1 is which compound?

C28H72O12Sr